{"formula": "C51H120BN8O24Sr", "method": "ωB97M-V/def2-TZVPD", "symbols": ["Sr", "O", "C", "O", "B", "O", "C", "O", "O", "C", "O", "C", "O", "O", "C", "O", "C", "C", "N", "C", "C", "O", "C", "H", "H", "H", "H", "H", "H", "H", "H", "H", "H", "H", "H", "H", "H", "H", "C", "O", "C", "C", "N", "C", "C", "O", "C", "H", "H", "H", "H", "H", "H", "H", "H", "H", "H", "H", "H", "H", "H", "H", "C", "O", "C", "C", "N", "C", "C", "O", "C", "H", "H", "H", "H", "H", "H", "H", "H", "H", "H", "H", "H", "H", "H", "H", "C", "O", "C", "C", "N", "C", "C", "O", "C", "H", "H", "H", "H", "H", "H", "H", "H", "H", "H", "H", "H", "H", "H", "H", "C", "O", "C", "C", "N", "C", "C", "O", "C", "H", "H", "H", "H", "H", "H", "H", "H", "H", "H", "H", "H", "H", "H", "H", "C", "O", "C", "C", "N", "C", "C", "O", "C", "H", "H", "H", "H", "H", "H", "H", "H", "H", "H", "H", "H", "H", "H", "H", "C", "O", "C", "C", "N", "C", "C", "O", "C", "H", "H", "H", "H", "H", "H", "H", "H", "H", "H", "H", "H", "H", "H", "H", "C", "O", "H", "H", "H", "H", "C", "C", "C", "O", "C", "N", "H", "H", "H", "H", "H", "H", "H", "H", "H", "H", "H"], "positions_angstrom": [[3.2701, -2.2564, -3.6275], [-0.3255, -2.2206, 3.6702], [-0.4183, -1.5863, 2.6521], [0.5041, -1.2021, 2.0246], [0.0100, -0.4308, 0.8561], [-1.4393, -0.2684, 1.0891], [-1.7604, -1.0652, 2.1307], [-2.8609, -1.4282, 2.4915], [0.2871, -1.2408, -0.2988], [1.1824, -0.7027, -1.0748], [1.6682, -1.0411, -2.1281], [1.4969, 0.6858, -0.4851], [0.7475, 0.8276, 0.5850], [2.1598, 1.5972, -0.9959], [5.4782, -1.1563, -6.4186], [5.0448, -2.3465, -5.6945], [4.9653, -3.5013, -6.5119], [3.8406, -4.3555, -6.0683], [4.0729, -4.7667, -4.6523], [3.1527, -5.7346, -4.1670], [1.6340, -5.3354, -4.3484], [1.3831, -4.1009, -3.7168], [0.0061, -3.8057, -3.6676], [5.2141, -0.2921, -5.8090], [5.1753, -1.1205, -7.4650], [6.5677, -1.1305, -6.4419], [5.9337, -4.0006, -6.4795], [4.7514, -3.2121, -7.5408], [3.5744, -5.2103, -6.6901], [2.9328, -3.7592, -6.1602], [5.0109, -5.1256, -4.5454], [3.2085, -5.8959, -3.0905], [3.3525, -6.6542, -4.7171], [1.1830, -6.1902, -3.8445], [1.4149, -5.3005, -5.4155], [-0.0729, -3.1073, -2.8345], [-0.6102, -4.6464, -3.3489], [-0.4143, -3.3325, -4.5550], [-8.6588, 5.1192, 0.6599], [-8.2732, 3.8921, -0.0014], [-8.1512, 2.6881, 0.6834], [-7.8765, 1.5385, -0.2014], [-6.5453, 1.5904, -0.8407], [-5.4591, 1.2907, 0.0999], [-3.9589, 1.4004, -0.3678], [-3.8114, 2.6975, -0.9941], [-2.4686, 2.9336, -1.4448], [-8.3920, 6.0290, 0.1221], [-8.1192, 5.2675, 1.5953], [-9.7366, 5.1833, 0.8089], [-9.1761, 2.6402, 1.0515], [-7.5645, 2.7718, 1.5982], [-8.7592, 1.3139, -0.8001], [-7.8579, 0.6464, 0.4245], [-6.4400, 2.5294, -1.1974], [-5.5469, 0.2329, 0.3479], [-5.4751, 2.0017, 0.9259], [-3.7231, 0.6151, -1.0860], [-3.3095, 1.3026, 0.5022], [-2.1684, 2.2151, -2.2075], [-1.7141, 3.1131, -0.6789], [-2.5633, 3.7691, -2.1383], [-7.1692, 6.1064, 5.5406], [-6.9508, 4.7180, 5.6059], [-6.8459, 3.9846, 4.3161], [-6.0685, 2.7303, 4.5882], [-6.4307, 1.7020, 3.6004], [-5.6059, 0.4960, 3.6983], [-5.3047, -0.0173, 5.1157], [-6.3650, -0.7663, 5.6808], [-5.9603, -1.6253, 6.7011], [-8.0810, 6.3273, 4.9857], [-6.2588, 6.5526, 5.1402], [-7.2166, 6.6275, 6.4968], [-6.3348, 4.5426, 3.5316], [-7.8613, 3.7150, 4.0255], [-6.3242, 2.5172, 5.6261], [-4.9836, 2.7637, 4.6880], [-7.3845, 1.4151, 3.7683], [-4.6315, 0.8130, 3.3267], [-5.9044, -0.3521, 3.0821], [-5.0764, 0.7007, 5.9034], [-4.4176, -0.6247, 4.9364], [-5.1648, -1.2751, 7.3589], [-5.6856, -2.5553, 6.2034], [-6.7746, -1.9988, 7.3220], [1.0818, -5.9137, 3.9765], [1.0702, -4.5718, 4.5141], [1.3291, -4.4859, 5.9437], [-0.0657, -4.3541, 6.6751], [0.0257, -4.0749, 8.1611], [0.5625, -5.1942, 8.9375], [0.4859, -5.1437, 10.4292], [-0.9171, -4.9886, 10.7213], [-1.1092, -5.0238, 12.1264], [0.6965, -6.6841, 4.6444], [2.1113, -6.2685, 3.9278], [0.5019, -6.0832, 3.0693], [1.6782, -3.4772, 6.1643], [1.9295, -5.2968, 6.3561], [-0.6469, -5.2462, 6.4419], [-0.5248, -3.4733, 6.2261], [-0.7139, -3.5568, 8.6135], [1.6396, -5.1348, 8.7817], [0.1913, -6.1068, 8.4711], [1.0720, -4.3656, 10.9183], [0.8294, -6.1125, 10.7918], [-0.1702, -4.8407, 12.6486], [-1.5247, -5.9921, 12.4057], [-1.7929, -4.2211, 12.4026], [1.9253, 12.5285, -4.0541], [2.7865, 11.4232, -3.4438], [2.6790, 10.1221, -3.9472], [3.3005, 9.1717, -2.8726], [3.3293, 7.7418, -3.1415], [4.5811, 7.1407, -2.7557], [4.6650, 5.7158, -2.2160], [4.0462, 5.9298, -0.9455], [3.8974, 4.6785, -0.1718], [2.2831, 12.4874, -5.0829], [2.0968, 13.5286, -3.6560], [0.8512, 12.3488, -4.1004], [3.1765, 10.1900, -4.9147], [1.6016, 9.9657, -3.9996], [2.6825, 9.4045, -2.0054], [4.2555, 9.6413, -2.6371], [2.5774, 7.4571, -2.5303], [5.1084, 7.8002, -2.0664], [5.2944, 7.0914, -3.5784], [5.6307, 5.2103, -2.2196], [4.0292, 5.0451, -2.7939], [4.7202, 3.9727, -0.2854], [2.9624, 4.1953, -0.4554], [3.8763, 4.9265, 0.8894], [-1.5550, -0.6117, -3.6105], [-1.8867, 0.2322, -4.7367], [-3.2363, 0.6867, -4.6939], [-3.4393, 1.6470, -5.9078], [-3.2471, 1.0451, -7.2560], [-3.7254, 1.8574, -8.3513], [-3.5337, 1.0083, -9.6516], [-2.1983, 0.6497, -9.8576], [-2.1745, -0.1816, -11.0159], [-0.5718, -1.0492, -3.7836], [-2.2982, -1.4020, -3.5047], [-1.4970, -0.0046, -2.7070], [-3.4906, 1.1748, -3.7531], [-3.9531, -0.1344, -4.6952], [-2.7337, 2.4633, -5.7532], [-4.3994, 2.1615, -5.8670], [-3.9013, 0.2869, -7.1250], [-3.0695, 2.7235, -8.4405], [-4.7247, 2.2466, -8.1563], [-4.0650, 1.4170, -10.5112], [-4.0923, 0.0977, -9.4348], [-2.5241, 0.3186, -11.9191], [-2.6366, -1.1289, -10.7381], [-1.1248, -0.3683, -11.2424], [4.0685, 1.3157, -3.3046], [4.3951, -0.0844, -3.1475], [5.7533, -0.1914, -2.7542], [5.9970, -1.3985, -1.7364], [5.7390, -2.6990, -2.4076], [5.4200, -3.8312, -1.5505], [4.3270, -3.7765, -0.6016], [3.1175, -3.9374, -1.2857], [2.0111, -4.3417, -0.4819], [3.0587, 1.2862, -3.7141], [4.6670, 1.6407, -4.1556], [4.2647, 2.0959, -2.5692], [6.2449, 0.6665, -2.2956], [6.2328, -0.5078, -3.6805], [5.5184, -1.1200, -0.7975], [7.0161, -1.3240, -1.3570], [6.5516, -3.0111, -2.9199], [6.2431, -4.1269, -0.9001], [5.3106, -4.7251, -2.1646], [4.3445, -2.7785, -0.1637], [4.5307, -4.3554, 0.2992], [1.4708, -3.4887, -0.0714], [2.2242, -5.1633, 0.2019], [1.4590, -4.8831, -1.2502], [0.4572, 3.4297, 2.6245], [0.8389, 4.6411, 3.3538], [-0.4621, 3.0167, 3.0397], [0.2519, 3.5388, 1.5596], [1.2297, 2.6673, 2.7246], [0.0341, 4.9693, 3.7616], [5.8500, -2.7360, 4.9612], [4.7648, -3.0105, 3.8911], [4.3502, -4.5214, 3.6922], [5.4428, -5.3096, 3.2040], [5.0294, -6.6597, 3.1714], [3.5617, -2.2376, 4.1564], [6.1521, -1.7011, 4.8006], [6.7070, -3.4091, 4.9856], [5.3973, -2.8052, 5.9503], [5.1915, -2.6948, 2.9391], [3.5923, -4.5310, 2.9089], [3.9121, -4.8824, 4.6227], [5.9634, -7.1332, 2.8689], [4.2164, -6.7257, 2.4483], [4.7664, -7.1733, 4.0961], [3.2562, -2.7025, 4.9994], [2.7421, -2.3997, 3.5888]], "mulliken_charge": [1.20, -0.67, 0.59, -0.87, 1.24, 0.00, 0.23, -0.63, -0.70, 0.13, 0.13, 0.13, -0.07, -0.56, -0.75, 0.04, -0.91, -0.72, -0.07, -1.07, -0.81, 0.56, -0.58, 0.10, 0.40, 0.28, 0.36, 0.52, 0.48, 0.32, 0.26, 0.22, 0.59, 0.38, 0.47, -0.29, 0.40, 0.35, -0.59, -0.41, 0.12, -0.80, -0.38, -0.60, 0.16, -0.42, -0.45, 0.29, 0.10, 0.30, 0.56, -0.16, 0.32, 0.34, 0.33, 0.38, 0.23, 0.17, 0.07, -0.05, 0.19, 0.41, -0.73, -0.39, -0.41, -0.88, -0.01, -0.80, -0.52, -0.35, -0.81, 0.27, 0.31, 0.27, 0.32, 0.29, 0.37, 0.41, 0.34, 0.19, 0.35, 0.38, 0.44, 0.31, 0.29, 0.30, -0.80, 0.02, -0.49, -0.95, 0.17, -0.36, -0.73, -0.36, -0.73, 0.35, 0.22, 0.26, 0.30, 0.47, 0.37, 0.51, 0.36, 0.34, 0.38, 0.42, 0.39, 0.35, 0.26, 0.25, -0.69, -0.31, -0.39, -0.55, -0.38, -0.57, -0.39, -0.37, -0.66, 0.29, 0.26, 0.29, 0.31, 0.28, 0.20, 0.34, 0.31, 0.31, 0.30, 0.43, 0.22, 0.25, 0.21, 0.34, 0.36, -0.26, 0.06, -1.39, -0.06, -0.77, -0.57, -0.30, -0.78, -0.39, 0.33, -0.12, 0.03, 0.36, 0.37, 0.47, 0.19, 0.35, 0.46, 0.47, 0.30, 0.32, 0.33, 0.25, -1.37, 0.54, -0.95, -0.81, -0.06, -1.31, 0.07, 0.20, -0.88, 0.38, 0.45, 0.38, 0.49, 0.26, 0.36, 0.50, 0.25, 0.49, 0.23, 0.09, 0.22, 0.10, 0.37, 0.17, -0.44, -0.54, 0.28, 0.20, 0.16, 0.31, -1.44, 0.38, 0.13, -0.47, -0.68, -0.53, 0.37, 0.35, 0.31, 0.16, 0.15, 0.26, 0.30, 0.23, 0.29, 0.07, 0.17], "total_charge": 2, "lumo_energy_ev": [-4.15, -8.51], "multiplicity": 2}